Here is a 11-piece molecular cluster, C37H76NO17P2S overall in a non-equilibrium geometry from the OMol25 dataset. Energies are from ωB97M-V/def2-TZVPD.

The geometry in XYZ format:
```
134
Properties=species:S:1:pos:R:3:forces:R:3:lowdin_charge:R:1
C 0.0289 0.8764 -1.6679 -0.01 -0.28 -0.26 -0.06
C -0.4308 -0.3879 -1.6961 0.64 -0.04 0.23 -0.23
P -0.5716 -1.4321 -3.2359 1.57 -0.57 0.04 0.53
C 1.3162 -1.5173 -3.4749 0.21 -0.17 0.05 -0.61
S 1.8869 -2.9176 -4.4688 -0.08 -0.07 -0.01 0.79
C 3.6809 -2.6666 -4.2849 -0.51 0.65 -0.26 -0.55
C 4.1523 -1.4617 -5.1038 0.04 -0.18 0.14 -0.19
P -0.8939 0.3622 -4.6354 -1.11 0.68 1.03 0.44
O -1.9910 1.2968 -4.2644 0.10 0.07 -0.25 -0.37
O 0.4423 1.2613 -4.8661 0.28 -0.15 -0.59 -0.21
O -1.1605 -0.2703 -6.1131 0.30 -0.19 -0.06 -0.21
O -2.3161 -1.3705 -2.9750 -0.07 -0.11 -0.13 -0.33
C -2.7368 -2.4145 -2.1379 0.21 0.11 0.56 -0.21
C -1.7641 -3.5226 -2.4790 -0.72 -0.07 -0.42 -0.49
O -1.9439 -4.7347 -1.7130 0.08 0.14 0.28 -0.09
N -2.2989 -5.8075 -2.5971 0.30 0.08 -0.09 -0.03
O -1.3634 -6.4232 -2.9165 -0.12 -0.10 0.08 0.08
O -0.5255 -2.9823 -2.3243 0.02 0.04 -0.16 -0.23
H -0.5462 1.6939 -1.2422 0.84 -0.25 1.24 0.04
H 0.9606 1.1147 -2.1774 -0.73 0.43 -1.21 0.05
H -0.7399 -0.8711 -0.7669 -1.57 0.45 -0.27 0.06
H -0.7749 -2.2379 -4.4196 -0.13 0.07 0.00 0.01
H 1.7231 -0.5963 -3.8923 -0.14 0.06 -0.02 0.01
H 1.7423 -1.6435 -2.4771 -0.08 -0.03 0.04 0.05
H 4.1595 -3.5963 -4.5888 0.08 0.00 0.08 0.06
H 3.8599 -2.4405 -3.2365 0.19 -0.46 -0.01 0.03
H 3.8747 -0.5539 -4.5689 0.02 0.09 -0.11 0.05
H 3.6641 -1.4474 -6.0785 0.12 0.00 -0.08 0.06
H 5.2393 -1.4524 -5.2190 0.02 0.01 -0.02 0.06
H 0.1220 2.1613 -5.0368 0.01 -0.19 0.16 0.06
H -1.7369 -1.0406 -6.0046 0.13 0.07 -0.04 0.05
H -2.5901 -2.1365 -1.0834 -0.12 -0.08 0.04 0.10
H -3.7900 -2.6733 -2.2760 0.01 0.04 -0.31 0.12
H -1.9786 -3.7808 -3.5328 0.22 -0.14 -0.01 0.13
C -1.3737 2.0312 2.8331 0.16 0.17 -0.07 -0.03
C -1.7732 2.7788 1.5824 -0.04 -0.08 0.12 -0.48
O -1.0240 2.8748 0.6413 0.02 0.16 0.11 0.05
C -3.1513 3.3957 1.5620 0.02 0.03 -0.17 -0.02
H -0.3697 1.6320 2.7119 -0.11 -0.03 0.00 0.07
H -1.4029 2.7026 3.6947 -0.12 0.01 0.01 0.08
H -2.0633 1.2041 3.0106 0.00 0.08 0.05 0.08
H -3.2453 4.1231 2.3702 -0.03 -0.05 0.04 0.08
H -3.9093 2.6207 1.6913 0.00 0.01 0.09 0.08
H -3.3084 3.8975 0.6105 0.00 0.00 0.00 0.08
C -0.9971 -1.8426 4.3801 0.17 0.27 -0.07 -0.02
C -1.1016 -1.6238 2.8869 -0.06 -0.25 0.08 -0.49
O -0.4897 -0.7470 2.3246 0.03 -0.16 -0.02 0.06
C -2.0335 -2.5704 2.1709 0.16 0.27 -0.26 0.00
H -0.3168 -1.1135 4.8171 0.01 0.00 -0.02 0.08
H -1.9875 -1.7342 4.8217 0.04 -0.13 0.08 0.05
H -0.6263 -2.8489 4.5851 -0.12 -0.04 0.02 0.08
H -3.0399 -2.4765 2.5829 0.01 -0.12 0.07 0.09
H -1.7002 -3.5988 2.3074 -0.11 -0.03 0.07 0.07
H -2.0538 -2.3452 1.1069 0.02 0.00 0.00 0.07
C 6.6014 -3.1656 0.3265 -0.14 -0.08 -0.06 -0.03
C 6.2156 -2.1998 -0.7722 0.06 0.12 -0.02 -0.49
O 5.2221 -2.3616 -1.4349 0.03 -0.08 0.12 0.08
C 7.1319 -1.0199 -1.0014 -0.13 0.04 -0.14 -0.02
H 5.8617 -3.9605 0.3850 -0.01 0.01 -0.01 0.08
H 7.5821 -3.5981 0.1190 0.04 0.06 0.06 0.08
H 6.6467 -2.6442 1.2843 0.09 0.01 -0.01 0.08
H 8.1339 -1.3691 -1.2604 0.03 0.01 0.10 0.08
H 7.1984 -0.4170 -0.0934 0.08 -0.05 0.03 0.08
H 6.7424 -0.4072 -1.8120 -0.01 0.00 0.00 0.06
C -2.5104 -7.7793 2.9929 -0.01 0.15 0.09 -0.03
C -2.8671 -6.8019 1.8912 0.07 -0.14 0.11 -0.49
O -3.2045 -5.6723 2.1531 -0.09 -0.02 -0.08 0.06
C -2.7838 -7.3424 0.4860 -0.20 0.25 -0.03 -0.02
H -2.6086 -7.2898 3.9593 0.00 0.01 0.00 0.07
H -3.1753 -8.6442 2.9572 0.07 -0.05 -0.05 0.08
H -1.4835 -8.1267 2.8678 -0.03 -0.08 -0.04 0.08
H -3.4669 -8.1903 0.3974 0.13 -0.11 -0.02 0.09
H -1.7681 -7.6780 0.2719 -0.03 -0.09 0.01 0.09
H -3.0673 -6.5843 -0.2383 0.02 0.09 0.09 0.06
C -1.2582 8.2170 -0.6721 -0.10 0.05 0.17 -0.03
C -1.1121 6.8802 0.0235 -0.01 -0.01 -0.05 -0.50
O -1.5920 6.6967 1.1220 0.03 0.03 0.03 0.05
C -0.3447 5.8210 -0.7139 -0.28 -0.02 0.15 -0.02
H -1.8270 8.8988 -0.0431 0.00 -0.01 0.00 0.07
H -0.2731 8.6434 -0.8713 0.00 -0.04 -0.10 0.08
H -1.7761 8.0865 -1.6237 0.09 0.00 -0.05 0.08
H 0.6656 6.1754 -0.9024 -0.03 0.02 -0.16 0.06
H -0.8358 5.6036 -1.6654 0.05 0.04 -0.03 0.10
H -0.3067 4.9139 -0.1186 0.03 -0.04 -0.08 0.06
C 2.8971 7.3837 1.8921 -0.07 0.03 -0.16 -0.01
C 2.8867 5.9637 1.3763 -0.06 -0.04 0.09 -0.49
O 2.4467 5.6933 0.2845 0.29 0.04 0.05 0.05
C 3.4445 4.8972 2.2862 -0.04 -0.10 -0.13 -0.02
H 2.4701 8.0476 1.1434 0.00 -0.01 -0.01 0.08
H 2.3108 7.4516 2.8099 0.07 -0.01 0.05 0.09
H 3.9204 7.6974 2.1090 -0.01 -0.02 0.10 0.08
H 2.8803 4.8702 3.2199 0.06 0.05 0.04 0.09
H 4.4901 5.1106 2.5179 -0.03 0.04 0.09 0.08
H 3.3718 3.9289 1.7969 -0.02 0.00 0.00 0.09
C 5.4363 1.8955 -5.8853 0.12 -0.19 0.15 -0.02
C 5.6006 2.1004 -4.3974 -0.07 0.00 -0.02 -0.50
O 6.0256 1.2326 -3.6726 0.11 0.03 0.00 0.06
C 5.2105 3.4568 -3.8562 0.02 -0.08 0.15 -0.03
H 5.7391 0.8851 -6.1482 -0.02 -0.01 0.01 0.07
H 4.3940 2.0415 -6.1726 0.02 0.10 -0.03 0.09
H 6.0649 2.6132 -6.4168 -0.12 0.07 -0.06 0.08
H 4.1565 3.6520 -4.0616 0.02 0.04 -0.06 0.09
H 5.8105 4.2351 -4.3333 -0.07 0.02 -0.07 0.08
H 5.3744 3.4794 -2.7811 -0.01 0.00 0.00 0.08
C -4.4433 -3.4882 7.9053 0.12 0.16 -0.01 -0.02
C -4.5006 -3.2375 6.4174 -0.05 -0.10 -0.13 -0.49
O -3.8923 -2.3314 5.9001 -0.03 0.09 0.13 0.06
C -5.3511 -4.1755 5.5954 0.05 0.16 -0.17 -0.01
H -3.7993 -2.7481 8.3743 0.00 0.00 0.00 0.08
H -5.4442 -3.4212 8.3352 -0.01 -0.10 0.00 0.08
H -4.0488 -4.4866 8.1012 -0.09 -0.04 0.01 0.08
H -6.3908 -4.1249 5.9256 0.02 -0.15 0.09 0.08
H -4.9901 -5.1998 5.6980 -0.12 -0.04 0.08 0.09
H -5.2935 -3.8851 4.5485 0.03 -0.02 0.00 0.08
C -8.6519 -6.2306 2.8227 0.05 -0.15 0.08 -0.02
C -8.9455 -5.9326 4.2724 0.01 -0.01 -0.02 -0.51
O -8.7653 -6.7561 5.1390 0.01 0.00 0.02 0.06
C -9.4727 -4.5548 4.5957 0.02 -0.05 0.20 -0.03
H -8.2804 -7.2483 2.7308 0.00 0.00 0.00 0.08
H -9.5589 -6.1238 2.2253 0.03 0.11 -0.03 0.08
H -7.8994 -5.5388 2.4404 -0.08 0.06 -0.05 0.09
H -10.4154 -4.3768 4.0759 0.06 0.06 -0.10 0.08
H -8.7529 -3.7947 4.2867 -0.07 0.02 -0.11 0.08
H -9.6378 -4.4756 5.6679 0.00 -0.01 0.00 0.08
C 4.2707 6.8296 -2.0941 -0.19 0.16 -0.08 -0.02
C 4.6880 8.2753 -2.0172 0.03 -0.05 -0.01 -0.50
O 3.8889 9.1813 -2.0592 0.00 0.02 0.02 0.06
C 6.1709 8.5431 -1.8796 -0.06 0.18 0.00 -0.03
H 3.1902 6.7612 -2.1852 0.00 -0.02 0.04 0.08
H 4.7367 6.3503 -2.9572 0.10 -0.04 0.07 0.07
H 4.5787 6.3050 -1.1894 0.06 -0.09 -0.07 0.08
H 6.7074 8.1270 -2.7340 0.03 -0.08 0.05 0.08
H 6.5535 8.0751 -0.9709 0.03 -0.08 -0.05 0.08
H 6.3452 9.6157 -1.8330 -0.01 0.00 0.00 0.08
```
Forces are in eV/Å.

Results
HOMO level ... -0.1472 hartree
Total charge ... -1
Max |F| ... 1.676 eV/A
ΔE to the lowest compared entry with this formula, charge and spin ... 0.0 kcal/mol
Multiplicity ... 1